Record 1
116
Properties=species:S:1:pos:R:3:forces:R:3:lowdin_spin:R:1 method="wB97M-V/def2-TZVPD" multiplicity=3 e_lumo_ev="0.3 / 0.3" total_charge=0 homo_lumo_gap_ha="0.3071 / 0.3437"
C 8.0437 -2.3389 -1.0622 0.0 0.0 -0.1 0.000
C 7.3531 -1.3463 -1.9977 -0.1 -0.2 0.3 0.000
C 6.2818 -0.5225 -1.2847 -0.2 -0.1 -0.2 0.000
C 5.6096 0.5176 -2.1999 0.2 0.0 0.2 0.000
C 5.1536 1.8143 -1.4950 -0.2 -0.1 0.0 0.000
C 3.6310 2.0098 -1.4796 -0.1 0.1 0.0 0.001
C 2.9219 1.2427 -0.3416 0.2 -0.2 0.0 0.000
C 1.8414 0.2530 -0.8060 0.2 0.2 0.0 0.000
C 0.4773 0.9397 -0.8798 0.1 0.2 -0.1 0.000
C -0.5926 0.2028 -1.6664 -0.3 -0.1 0.5 0.000
O -0.2785 -1.2108 -1.7367 0.4 0.4 -0.5 0.000
C -1.3956 -1.8960 -2.0419 -0.3 0.9 0.3 0.000
O -1.3566 -2.9470 -2.5817 0.0 -1.2 -0.2 0.000
C -2.6417 -1.0637 -1.6661 -0.1 0.3 0.2 0.000
C -3.6150 -1.7356 -0.6708 -0.2 -0.2 -0.1 0.000
C -3.7647 -3.2632 -0.7087 -0.1 0.1 0.3 0.000
C -4.5091 -3.7202 0.5409 0.0 0.3 -0.2 0.000
I -4.8781 -5.8140 0.5101 0.0 -0.1 0.0 0.000
N -3.2250 -0.5885 -2.9325 0.1 -0.2 0.1 0.000
C -4.3534 -1.2757 -3.5577 0.1 0.1 -0.2 0.000
C -3.9959 -2.5922 -4.2395 -0.4 0.0 -0.1 0.000
C -1.9551 0.1323 -0.9746 0.0 0.4 0.1 0.000
N -2.7068 1.3803 -0.9384 0.2 0.0 -0.2 0.000
H 8.9336 -2.7682 -1.5281 0.0 0.0 0.0 0.000
H 7.3792 -3.1693 -0.8101 0.0 0.1 0.1 0.000
H 8.3553 -1.8564 -0.1323 0.0 0.0 0.0 0.000
H 8.0967 -0.6746 -2.4368 -0.1 0.0 -0.1 0.000
H 6.8667 -1.9120 -2.7989 0.2 0.2 -0.2 0.000
H 5.5148 -1.2185 -0.9237 0.1 0.1 0.2 0.000
H 6.7175 -0.0284 -0.4103 0.0 0.0 0.0 0.000
H 4.7475 0.0452 -2.6795 0.1 0.1 -0.1 0.000
H 6.3143 0.7730 -2.9979 -0.1 0.0 0.0 0.000
H 5.6154 2.6787 -1.9793 0.0 0.0 0.0 0.000
H 5.5123 1.8021 -0.4603 0.0 0.1 -0.1 0.000
H 3.2360 1.6568 -2.4411 0.0 0.1 0.0 0.000
H 3.4014 3.0778 -1.4263 0.0 -0.1 0.1 0.000
H 3.6725 0.6833 0.2270 0.0 0.1 0.0 0.000
H 2.4881 1.9637 0.3587 0.0 -0.1 0.0 0.000
H 2.1180 -0.1440 -1.7880 0.0 0.0 0.1 0.000
H 1.8082 -0.6046 -0.1297 -0.1 0.0 -0.1 0.000
H 0.6271 1.9259 -1.3314 -0.1 0.0 0.0 0.000
H 0.1210 1.1349 0.1389 0.1 -0.1 0.0 0.000
H -0.7031 0.6151 -2.6731 0.1 -0.2 -0.1 0.000
H -4.6059 -1.2921 -0.8141 0.1 0.1 0.0 0.000
H -3.3099 -1.4585 0.3440 0.1 0.0 -0.1 0.000
H -2.7842 -3.7395 -0.7337 -0.1 -0.1 -0.1 0.000
H -4.3374 -3.5831 -1.5782 0.2 0.0 -0.1 0.000
H -3.9394 -3.5105 1.4457 -0.1 0.0 0.0 0.000
H -5.4881 -3.2459 0.6031 0.0 0.0 0.1 0.000
H -3.3848 0.4041 -2.8936 0.0 0.0 -0.1 0.000
H -5.2051 -1.4120 -2.8750 0.1 -0.1 0.1 0.000
H -4.7079 -0.5999 -4.3416 0.0 0.0 0.1 0.000
H -4.9208 -3.0640 -4.5881 0.1 0.0 0.0 0.000
H -3.4992 -3.2934 -3.5776 0.1 0.0 0.0 0.000
H -3.3694 -2.4080 -5.1126 0.1 -0.1 0.1 0.000
H -1.6990 -0.1424 0.0550 -0.2 -0.3 -0.1 0.000
H -3.6405 1.3049 -1.3152 -0.1 -0.1 0.1 0.000
H -2.7686 1.7634 -0.0074 0.0 0.0 0.0 0.000
C 2.2894 5.8817 -4.8983 0.1 0.0 0.0 0.004
C 1.9339 5.9765 -3.3972 0.0 -0.2 -0.6 0.026
C 1.0396 7.1882 -3.1144 -0.1 0.2 0.1 0.017
C 1.7714 8.5256 -3.1916 0.0 0.0 0.0 0.001
C 3.0079 8.5201 -2.2944 -0.2 0.1 0.0 0.017
C 3.9537 7.3515 -2.5850 0.4 0.1 -0.3 0.026
N 3.1647 6.0762 -2.5468 -0.5 0.6 0.3 0.386
O 2.9805 5.6497 -1.3553 0.2 -0.3 0.1 0.512
C 4.6538 7.5599 -3.9336 0.0 -0.1 0.0 0.003
C 5.0399 7.2677 -1.5212 0.0 0.0 0.1 -0.001
C 1.2002 4.7001 -3.0138 -0.1 -0.2 0.2 -0.001
H 2.0903 6.8073 -5.4379 0.1 0.0 0.0 0.000
H 3.3337 5.6185 -5.0478 0.0 0.0 0.0 0.002
H 1.6988 5.0972 -5.3698 -0.1 0.0 0.0 0.000
H 0.6159 7.0787 -2.1112 0.1 -0.1 0.0 0.002
H 0.2023 7.1645 -3.8162 0.0 0.0 0.0 0.002
H 2.0458 8.7592 -4.2238 0.0 0.0 0.0 0.000
H 1.0971 9.3223 -2.8725 0.0 0.0 0.0 0.001
H 3.5690 9.4508 -2.4077 0.0 0.0 0.0 0.002
H 2.6909 8.4649 -1.2487 0.0 -0.1 0.0 0.002
H 5.2392 6.6805 -4.2047 0.0 0.0 0.0 0.001
H 5.3389 8.4029 -3.8413 0.0 0.0 0.0 0.000
H 3.9747 7.7863 -4.7504 0.0 0.0 0.0 0.000
H 4.6233 7.2093 -0.5194 0.0 0.0 0.0 -0.001
H 5.6643 8.1596 -1.5874 0.0 0.0 0.0 0.000
H 5.6707 6.3923 -1.6798 0.0 0.0 0.0 0.000
H 1.8467 3.8302 -3.1446 0.0 0.0 0.0 0.000
H 0.3267 4.5834 -3.6570 0.0 0.0 -0.1 0.000
H 0.8602 4.7197 -1.9812 0.1 0.0 0.0 0.000
C -2.7402 -3.9945 5.1954 0.0 0.0 0.1 0.003
C -3.3894 -5.3698 4.9099 0.4 0.6 -0.1 0.026
C -4.8445 -5.2078 4.4586 -0.2 0.0 0.0 0.017
C -5.7930 -4.7921 5.5801 0.1 0.0 0.0 0.001
C -5.6794 -5.7518 6.7637 -0.1 0.0 -0.1 0.016
C -4.2446 -5.9055 7.2759 0.2 0.3 0.4 0.026
N -3.3542 -6.2519 6.1184 -0.8 -0.1 -0.3 0.381
O -3.3974 -7.4947 5.8218 0.3 -0.2 0.1 0.519
C -3.7986 -4.6225 7.9887 0.1 0.0 -0.1 0.003
C -4.1601 -7.0368 8.2914 -0.1 -0.1 0.0 -0.001
C -2.5824 -6.0251 3.7975 0.0 -0.2 -0.1 -0.001
H -3.4738 -3.1951 5.3013 0.0 0.0 0.1 0.000
H -2.1304 -4.0162 6.0952 0.0 0.0 0.0 0.002
H -2.0763 -3.7214 4.3757 -0.1 0.0 -0.1 0.000
H -5.1934 -6.1535 4.0348 0.1 0.0 0.0 0.002
H -4.8691 -4.4767 3.6461 0.0 0.0 0.0 0.002
H -5.5988 -3.7633 5.8959 0.1 0.0 0.0 0.000
H -6.8179 -4.8026 5.2042 0.0 0.0 0.0 0.001
H -6.3054 -5.4160 7.5941 0.0 0.0 0.0 0.002
H -6.0521 -6.7350 6.4614 0.1 0.0 0.0 0.002
H -2.7424 -4.6760 8.2556 0.0 0.0 0.0 0.001
H -4.3723 -4.5214 8.9104 0.0 0.0 0.0 0.000
H -3.9619 -3.7189 7.4089 0.0 0.0 0.0 0.000
H -4.5462 -7.9702 7.8915 0.0 0.0 0.0 -0.001
H -4.7476 -6.7642 9.1693 0.0 0.0 0.0 0.000
H -3.1283 -7.2006 8.6038 0.0 0.0 0.0 0.000
H -1.5515 -6.1957 4.1119 0.0 0.0 0.0 0.000
H -2.5753 -5.3538 2.9375 0.0 0.0 0.0 0.000
H -3.0048 -6.9730 3.4759 0.0 0.0 0.1 0.000

Record 2
58
Properties=species:S:1:pos:R:3:forces:R:3:nbo_charge:R:1 method="wB97M-V/def2-TZVPD" e_lumo_ev=0.0 total_charge=0 homo_lumo_gap_ha=0.3157
C 0.4424 1.2727 1.1150 -1.4 2.1 0.9 -0.238
C -0.0667 0.0639 0.3277 -2.4 1.6 1.3 -0.446
C -0.8911 0.4800 -0.8782 1.3 1.4 0.0 -0.302
C -0.6754 1.5028 -1.7344 -2.1 -3.1 -0.9 -0.027
N -1.5294 1.7078 -2.8812 1.4 1.2 1.3 -0.853
N -0.6744 1.8693 1.9942 -1.7 -4.9 -4.2 -0.893
H 0.8672 2.2114 0.6900 -0.7 -0.9 -1.4 0.206
H 1.3275 1.0802 1.6390 1.1 -1.3 1.7 0.171
H 0.6994 -0.5294 -0.0723 1.4 -1.1 0.1 0.215
H -0.7408 -0.5576 1.0959 1.6 1.1 -1.8 0.227
H -1.6929 -0.1617 -1.0216 -1.7 -1.0 -0.7 0.202
H 0.1332 2.1508 -1.6712 1.2 1.1 0.2 0.200
H -2.1859 0.9849 -3.0751 -0.2 -0.5 -0.2 0.387
H -1.0398 2.0744 -3.6902 -0.3 -0.3 0.2 0.382
H -1.1857 1.1107 2.4844 0.8 0.9 0.1 0.375
H -0.3001 2.5435 2.5253 1.2 2.1 2.8 0.373
H -3.0574 -1.9985 -1.7548 -0.4 0.3 0.8 0.498
H -2.2239 -3.2888 -1.6267 1.2 -3.0 3.4 0.493
O -2.4941 -2.6340 -2.1728 -1.4 2.4 -3.5 -0.965
H -4.9245 -0.7065 0.3912 -1.2 0.9 0.3 0.484
H -3.5504 0.1064 0.5006 0.8 4.3 0.5 0.491
O -3.9951 -0.6517 0.3451 0.0 -6.0 -1.2 -0.988
H 1.9603 3.3806 3.0622 0.2 0.4 -0.4 0.487
H 0.5933 4.0398 2.9389 -2.5 4.8 -2.9 0.465
O 1.0502 3.4111 3.3411 2.9 -4.3 3.6 -0.932
H 3.3023 -0.1755 2.6064 -0.2 0.1 0.4 0.473
H 3.9446 0.8546 1.7760 0.9 5.3 -0.4 0.475
O 3.8143 -0.0187 1.8149 -0.8 -5.3 0.3 -0.930
H 2.7581 -0.5209 -1.5235 1.9 -1.6 0.3 0.476
H 3.6059 -1.7853 -1.9215 -0.5 0.1 -0.6 0.506
O 3.5778 -1.0666 -1.2839 -1.2 1.7 0.4 -0.976
H -2.7723 -1.9136 3.4686 -5.8 -3.8 -2.3 0.461
H -1.2772 -1.8275 3.3259 0.9 -0.7 -0.8 0.481
O -2.0633 -1.4874 3.7063 5.1 4.7 3.0 -0.939
H -1.3423 3.7758 -1.3180 1.9 1.0 1.5 0.481
H -0.8103 3.4644 0.1016 0.3 0.8 -0.7 0.486
O -0.6273 4.0929 -0.6504 -2.2 -1.4 -0.5 -0.969
H 3.3405 -1.8158 1.4306 -1.1 -3.7 -2.0 0.495
H 3.2515 -2.3946 0.0465 0.0 0.2 -1.1 0.497
O 3.0187 -2.7407 0.9056 1.0 3.7 3.0 -0.996
H -3.1634 2.4381 -0.2594 2.2 7.3 -6.3 0.456
H -2.5412 1.6730 0.8852 -0.6 1.0 -0.9 0.497
O -3.3226 1.8186 0.2811 -1.2 -7.3 7.6 -0.954
H -0.4509 -1.0332 -2.8591 -0.3 1.6 1.4 0.462
H -1.0451 -2.4413 -3.0090 -0.3 0.6 0.1 0.503
O -0.4693 -1.7757 -3.4131 1.0 -1.5 -1.9 -0.984
H 0.2603 -3.5171 2.2325 0.0 -2.9 1.3 0.471
H 1.2560 -2.6994 1.3807 1.8 -0.4 -0.4 0.517
O 0.4171 -2.7214 1.8222 -1.5 3.4 -0.5 -0.992
H -0.7531 -4.5731 0.0839 -0.2 -1.1 1.0 0.468
H -0.3340 -3.0741 0.1059 -0.4 -1.4 -0.4 0.502
O -0.5759 -3.8474 -0.4771 0.3 2.1 -0.9 -0.985
H 2.8894 2.8054 -0.7267 0.0 0.1 -0.1 0.473
H 1.9657 4.0206 -0.5148 -0.1 -0.1 -0.1 0.490
O 2.6899 3.5221 -0.1159 0.1 0.0 0.1 -0.956
H 1.3108 -2.3552 -2.6793 -0.3 0.3 -1.1 0.509
H 2.1440 -1.8344 -3.9496 -1.0 0.7 -1.1 0.484
O 2.1557 -2.3087 -3.1450 1.5 -1.3 1.7 -0.995

Record 3
13
Properties=species:S:1:pos:R:3:forces:R:3:nbo_charge:R:1 method="wB97M-V/def2-TZVPD" e_lumo_ev=-5.1 total_charge=+1 homo_lumo_gap_ha=0.3567
N 1.3918 1.5924 -0.8125 1.1 0.6 3.7 -0.805
C 0.5621 0.8355 -0.0584 -0.2 -1.1 -2.0 0.703
O 0.4339 0.9611 1.1333 0.0 0.3 0.7 -0.620
C -0.0541 -0.4644 -0.7876 3.3 0.7 5.8 -0.590
C -0.9916 -1.1895 0.1421 -0.4 0.0 0.7 0.347
N -1.4333 -0.8647 1.3213 2.3 2.3 -1.9 -0.594
H 1.9830 2.2334 -0.2355 -0.9 -0.7 -0.8 0.427
H 1.3523 1.8369 -1.7438 -0.4 -0.1 -2.3 0.417
H -0.1543 -0.3282 -1.7779 -1.6 0.2 -3.4 0.280
H 0.9208 -1.1321 -0.7669 -1.8 0.7 0.2 0.310
H -1.2205 -2.1601 -0.1506 -0.6 -1.8 -0.6 0.216
H -1.7355 -1.3587 2.1249 -1.0 -1.7 0.0 0.454
H -1.0547 0.0384 1.6115 0.1 0.5 0.1 0.454

Record 4
20
Properties=species:S:1:pos:R:3:forces:R:3:nbo_charge:R:1 method="wB97M-V/def2-TZVPD" e_lumo_ev=-4.7 total_charge=+1 homo_lumo_gap_ha=0.3106
C -1.4339 0.4110 0.7566 1.8 0.7 3.1 -0.401
C -0.8972 -1.0381 0.7084 -1.2 -0.2 0.8 -0.429
C -0.4164 1.1742 -0.1399 0.1 -1.1 1.5 -0.248
C -0.4809 -1.0572 -0.7231 0.2 -3.4 -2.3 -0.257
C 2.5335 0.6595 -0.2277 -0.9 -1.2 0.8 0.231
N 0.2067 0.1770 -1.0030 1.2 -0.1 0.1 -0.596
O 2.2289 1.7027 0.4380 0.7 0.7 -2.4 -0.557
S 2.9105 -0.8806 0.3778 0.0 0.2 1.2 0.212
H -2.4143 0.3576 0.3081 -0.5 0.7 0.4 0.228
H -1.3269 0.8207 1.9516 -1.0 -0.9 -3.6 0.226
H 0.0115 -1.1022 1.3998 -1.4 -0.5 -0.8 0.199
H -1.7932 -1.7733 0.9063 2.3 1.1 0.0 0.258
H -0.7947 1.9482 -0.6796 -1.7 2.1 -1.7 0.219
H 0.3124 1.7129 0.4726 -0.2 -0.5 0.1 0.178
H 0.0576 -2.0019 -1.0980 0.1 1.3 1.0 0.217
H -1.3109 -1.1334 -1.4728 -0.2 0.3 1.1 0.205
H 2.6546 0.8239 -1.2401 0.5 0.5 -1.9 0.220
H 0.1657 0.2364 -2.0222 0.1 1.2 0.5 0.401
H 2.1645 1.6432 1.3571 -0.1 -0.5 2.8 0.520
H 3.5837 -1.2359 -0.6934 0.3 -0.2 -0.7 0.174

Record 5
55
Properties=species:S:1:pos:R:3:forces:R:3:nbo_charge:R:1 method="wB97M-V/def2-TZVPD" multiplicity=5 e_lumo_ev="-0.9 / -2.2" total_charge=0 homo_lumo_gap_ha="0.2114 / 0.2190"
Ru 0.0257 -1.0008 -0.8218 1.1 0.4 -1.1 0.873
C -3.1289 -0.1399 0.4804 0.1 0.1 -0.1 -0.681
C -2.1432 -1.1827 0.0819 -0.5 -0.3 0.4 0.203
N -1.1552 -1.6472 0.8237 0.0 -0.1 -0.3 -0.146
O -1.0256 -0.9792 2.0295 0.1 0.3 0.4 -0.566
B 0.1949 -0.4725 2.4375 0.1 0.0 -0.1 1.337
F 0.1702 0.0837 3.6491 0.0 -0.1 -0.1 -0.479
F -0.5006 1.3790 0.6516 0.1 0.4 0.0 -0.423
O 1.4155 -0.4661 1.8227 -0.3 -0.2 0.3 -0.567
N 1.5535 -0.8163 0.4789 0.0 0.2 -0.3 -0.217
C 2.6741 -1.5146 0.1797 0.0 0.0 0.1 0.175
C 3.7463 -1.8007 1.1853 -0.1 0.2 -0.1 -0.666
C 2.7318 -1.9519 -1.1541 -0.1 -0.1 0.0 0.175
N 1.5556 -1.9441 -1.7942 0.1 0.2 0.4 -0.170
O 1.5693 -2.0366 -3.1534 -0.1 -0.3 -0.3 -0.589
B 1.1380 -3.3465 -3.7381 0.0 0.1 -0.3 0.996
F 2.1195 -4.3228 -3.6600 -0.3 0.2 0.2 -0.532
F 0.7819 -3.0270 -5.0478 0.1 0.0 0.2 -0.532
O -1.4403 -2.6430 -3.0846 -0.1 -0.2 -0.1 -0.502
N -1.4785 -1.8708 -1.9451 0.3 -0.4 0.0 -0.127
C -2.4211 -2.0578 -1.1224 -0.3 0.2 0.3 0.328
C -3.5323 -3.0306 -1.2571 -0.1 0.1 0.0 -0.698
C 3.9803 -2.3804 -1.8453 0.0 -0.1 0.0 -0.666
H -2.7902 0.3950 1.3600 0.0 0.0 0.0 0.262
H -4.0890 -0.6192 0.6926 0.0 0.0 0.0 0.241
H -3.2724 0.5614 -0.3430 0.0 0.0 0.0 0.261
H 3.3521 -1.7042 2.1915 0.0 0.0 0.0 0.245
H 4.5783 -1.0973 1.0887 0.0 0.0 0.0 0.234
H 4.1324 -2.8096 1.0512 0.0 0.0 0.0 0.234
H -4.1417 -2.7908 -2.1298 0.0 0.0 0.0 0.269
H -4.1515 -3.0477 -0.3616 0.0 0.0 -0.1 0.234
H -3.1029 -4.0209 -1.4213 0.0 0.0 0.0 0.272
H 4.8482 -2.2586 -1.2009 0.0 0.0 0.0 0.220
H 4.1146 -1.7800 -2.7452 0.0 0.0 0.0 0.248
H 3.9031 -3.4184 -2.1704 0.0 0.0 0.0 0.257
S -2.3715 0.2334 -4.3578 0.5 -0.1 -0.2 -0.725
Sb -0.1544 -0.0642 -4.5420 -0.5 0.1 0.2 1.112
S 0.3521 0.8109 -2.3306 0.0 -0.1 0.4 -0.504
S -0.4544 -4.0320 -2.8020 0.1 0.0 -0.1 0.171
C 1.1127 3.8837 3.1452 0.0 0.0 0.1 -1.087
Ge -0.4825 3.8203 2.0261 0.1 0.0 -0.1 1.557
C -1.9802 2.9900 2.9562 0.0 -0.1 0.0 -1.087
C -0.9416 5.5952 1.3554 0.0 0.1 0.1 -1.085
C -0.0703 2.7336 0.4212 -0.1 -0.3 0.2 -0.364
H 0.9435 4.5213 4.0159 0.0 -0.1 0.0 0.234
H 1.9532 4.2897 2.5789 0.0 0.0 0.0 0.232
H 1.3736 2.8822 3.4943 0.0 0.1 0.0 0.241
H -2.2573 3.5908 3.8242 0.0 0.0 0.0 0.237
H -1.7047 1.9916 3.3026 0.0 0.1 0.0 0.240
H -2.8488 2.9115 2.2992 0.0 0.0 0.0 0.229
H -1.1540 6.2781 2.1813 0.0 0.0 -0.1 0.235
H -1.8228 5.5427 0.7129 0.0 0.0 0.0 0.233
H -0.1135 6.0064 0.7737 -0.1 0.0 0.0 0.234
H 0.9979 2.6902 0.2061 0.0 -0.1 0.0 0.196
H -0.5887 3.0836 -0.4690 -0.1 -0.1 -0.1 0.199